No. 1
Entry from the OMol25 dataset: a 2-piece molecular cluster, C4H11N3O2 overall (wB97M-V/def2-TZVPD).

```
20
Properties=species:S:1:pos:R:3:forces:R:3:nbo_charge:R:1
C -0.7016 -0.5984 -2.4066 1.1942 2.0117 -0.0126 -0.447
N -0.7970 -0.1849 -1.0193 0.5713 -2.4007 0.2532 -0.604
C -1.8676 0.1451 -0.4283 0.2121 2.8548 0.6195 0.611
N -2.9376 0.8208 -1.0197 0.0570 -0.7379 -0.0028 -0.848
N -1.8697 0.2813 0.9644 -0.3598 0.0332 -0.4230 -0.818
H -1.1754 -1.5444 -2.6457 -0.2780 0.1118 -0.1509 0.201
H 0.3742 -0.6611 -2.5814 0.0329 -0.7337 -0.0608 0.206
H -0.8905 0.2639 -3.0815 -0.9250 -0.6208 -0.0180 0.184
H -3.5603 1.2828 -0.3862 -0.4092 -0.2475 -0.0198 0.384
H -3.3365 0.5158 -1.8900 0.1480 -0.0208 -0.0014 0.398
H -0.9649 0.1922 1.4102 0.2386 -0.1125 -0.1301 0.421
H -2.3131 1.1385 1.2719 -0.0593 -0.2092 0.0778 0.364
C 3.3563 -0.3032 1.9030 0.7616 0.4327 -0.0426 -0.725
C 1.9268 -0.0197 1.5642 -2.1253 -0.0937 -0.9453 0.807
O 1.0305 0.4152 2.2653 0.8942 -0.1533 0.5122 -0.640
O 1.6839 -0.3275 0.2931 1.5228 -0.7442 -0.9032 -0.744
H 3.9078 0.6310 2.0146 -0.2076 0.2096 0.1760 0.240
H 3.8646 -0.8075 1.0788 -0.3350 -0.1917 0.1972 0.239
H 3.4807 -0.8448 2.8355 -0.2396 -0.0888 0.0373 0.240
H 0.7897 -0.3951 -0.1423 -0.6940 0.7010 0.8374 0.531
```
Positions in Å, forces in eV/Å.

## Properties
SMILES: CN=C(N)N.CC(=O)O
HOMO-LUMO gap (eV): 9.851
M (g mol⁻¹): 133.2
Total charge: 0
Relative energy (zero: lowest compared OMol25 entry of this formula, charge and spin) (kJ/mol): 75.8
Electronic energy (eV): -12892.045

No. 2
Entry from the OMol25 dataset: C13H18Cl3N5OPdS3 as an isolated structure (wB97M-V/def2-TZVPD).

```
44
Properties=species:S:1:pos:R:3:forces:R:3:nbo_charge:R:1
Pd -0.0172 0.2324 -0.0559 0.3550 -0.0871 0.1420 0.884
S 1.7477 -4.4164 0.0880 0.2456 -0.9826 0.3419 0.454
C 1.6697 -2.7770 0.3110 -0.1200 1.9137 -1.3419 -0.563
S 1.6015 -1.4498 -0.6733 -0.1699 -0.4441 0.0323 0.055
S 1.8358 -3.2309 1.9045 -0.0675 -0.6462 0.8558 0.344
N 0.2180 2.5401 0.2229 -0.1263 -0.2824 -0.0397 -0.849
C 0.8611 3.1285 1.4243 -0.1412 0.1034 -0.0444 -0.231
C 0.0955 2.6940 2.6684 0.1888 -0.0175 0.1327 -0.421
C 0.8082 1.6146 3.4817 -0.2031 -0.0748 -0.1249 -0.415
C 1.1928 0.3860 2.6698 0.0648 0.0643 0.3084 -0.237
N 0.0100 -0.2018 1.9665 0.4709 0.4053 -0.3851 -0.751
H 0.6660 2.8989 -0.6127 -0.0178 0.0659 0.0106 0.387
H -0.7472 2.8586 0.1923 0.0238 0.1502 -0.0856 0.390
H 0.8721 4.2157 1.3420 -0.0347 0.0130 -0.0506 0.219
H 1.9028 2.8093 1.4580 -0.0019 -0.0539 -0.0381 0.205
H -0.8931 2.3388 2.3555 -0.0545 0.0976 0.0808 0.189
H -0.0798 3.5478 3.3210 -0.0490 0.0030 -0.0164 0.254
H 0.1555 1.3217 4.3085 0.1143 -0.0621 0.0610 0.227
H 1.7224 2.0172 3.9202 -0.0211 0.0129 0.0280 0.245
H 1.6367 -0.3497 3.3431 -0.0745 -0.1034 -0.0673 0.221
H 1.9391 0.6298 1.9163 0.0400 -0.0240 -0.0149 0.210
H -0.8453 0.1240 2.4095 -0.0973 -0.0935 -0.0565 0.413
H 0.0218 -1.2144 2.0334 -0.1343 -0.0388 0.0809 0.404
N -0.7549 -0.6747 -7.0218 -0.0728 0.0190 0.0490 -0.796
C -1.0636 0.4028 -6.2711 0.0575 -0.0643 -0.0627 0.631
O -1.6229 1.4010 -6.6605 0.0240 0.0228 0.0026 -0.548
C -0.6909 0.3248 -4.8068 -0.0127 -0.0960 -0.0500 -0.018
C 0.0894 1.3329 -4.2557 -0.0036 -0.0161 -0.0412 -0.190
C 0.3222 1.3298 -2.8986 0.0030 0.0620 0.0536 0.051
N -0.2022 0.3981 -2.0916 0.0637 -0.1605 0.3091 -0.448
C -0.9322 -0.5945 -2.6219 -0.0339 0.0774 -0.2131 0.048
C -1.1937 -0.6667 -3.9744 0.0514 0.0514 0.0156 -0.221
H -0.9744 -0.6610 -8.0058 -0.0264 0.0386 0.0004 0.431
H -0.2278 -1.4497 -6.6615 0.0328 0.0137 0.0014 0.405
H 0.5112 2.1072 -4.8816 -0.0492 0.0393 0.0247 0.268
H 0.9423 2.0895 -2.4450 0.0221 -0.0418 -0.0042 0.211
H -1.3232 -1.3381 -1.9418 0.0163 0.0054 0.0532 0.231
H -1.8045 -1.4722 -4.3598 0.0037 0.0050 0.0008 0.257
Cl -3.9979 1.4748 -2.9886 0.0496 -0.0379 -0.0622 0.116
C -4.1759 1.7308 -1.2549 0.1383 0.0202 0.0541 -0.252
Cl -5.7636 1.2643 -0.6941 -0.0639 -0.0443 0.0484 0.150
Cl -3.8153 3.4190 -0.8449 -0.0095 0.0240 0.0153 0.098
C -3.1559 0.9197 -0.5591 -0.2211 0.0844 0.0849 0.363
N -2.3402 0.3461 0.0077 -0.1595 0.0790 -0.0887 -0.422
```
Positions in Å, forces in eV/Å.

## Properties
HOMO-LUMO gap (eV): 7.349
M (g mol⁻¹): 569.3
Total charge: +2
Relative energy (zero: lowest compared OMol25 entry of this formula, charge and spin) (kJ/mol): 0.0
Electronic energy (eV): -96808.391

No. 3
Entry from the OMol25 dataset: the molecule C3H8O2Si (wB97M-V/def2-TZVPD).

```
14
Properties=species:S:1:pos:R:3:forces:R:3:nbo_charge:R:1
C 2.2015 0.3894 0.3408 -1.7808 -1.8622 -1.8123 -0.438
C 1.4501 -0.3000 -0.5192 -2.5928 -1.7315 1.0303 -0.153
C 0.0856 -1.0352 0.0536 2.6269 3.3144 0.6459 -0.934
Si -1.3925 0.0915 -0.3421 0.4507 -0.9639 -1.1291 1.900
O -2.7033 -0.5622 0.3911 -0.0302 -0.5728 -2.8207 -1.078
O -1.2364 1.5828 0.3055 0.9361 2.0630 -0.8697 -1.119
H 2.9027 0.9990 -0.0993 2.1201 1.2621 -0.0354 0.203
H 2.0107 0.1517 1.3503 0.1079 0.8128 1.2201 0.203
H 1.6281 -0.4978 -1.5917 -0.0330 0.8419 0.5557 0.200
H 0.1910 -0.9399 1.1958 -0.2203 -0.6559 -1.5021 0.222
H 0.0852 -2.0232 -0.3217 -0.4787 -1.1513 -0.0834 0.239
H -1.6159 0.1410 -1.8509 0.0155 0.0418 0.8247 -0.256
H -2.7420 -0.3702 1.2831 -0.3867 0.5151 2.9433 0.489
H -0.8647 2.3731 -0.1955 -0.7348 -1.9134 1.0328 0.522
```
Positions in Å, forces in eV/Å.

## Properties
SMILES: C=CC[SiH](O)O
HOMO-LUMO gap (eV): 10.225
M (g mol⁻¹): 104.2
Total charge: 0
Relative energy (zero: lowest compared OMol25 entry of this formula, charge and spin) (kJ/mol): 81.9
Electronic energy (eV): -15214.413

For the records above, the corresponding HOMO level values read -9.05, -15.07, -9.50 eV.